Record 1
{
  "formula": "C39H42BCsN10O2SSi",
  "method": "ωB97M-V/def2-TZVPD",
  "de_lowest_kcal_mol": 19.0,
  "spin_multiplicity": 2,
  "s_squared": 0.75,
  "homo_energy_ev": [-4.702, -5.044],
  "total_energy_ev": -80063.428,
  "lumo_ha": [0.07657, 0.06064],
  "orbital_gap_ev": [6.79, 6.69],
  "total_charge": -1,
  "species": ["Cs", "C", "C", "C", "C", "N", "N", "B", "N", "C", "C", "C", "C", "N", "N", "C", "C", "C", "C", "N", "N", "C", "C", "C", "C", "N", "H", "H", "H", "H", "H", "H", "H", "H", "H", "H", "H", "H", "H", "H", "H", "H", "H", "H", "H", "H", "O", "S", "O", "N", "C", "C", "C", "C", "C", "C", "C", "C", "N", "C", "C", "C", "C", "C", "C", "C", "H", "H", "H", "H", "H", "H", "H", "H", "H", "H", "H", "C", "Si", "C", "C", "C", "C", "C", "C", "C", "H", "H", "H", "H", "H", "H", "H", "H", "H", "H", "H"],
  "xyz": [[0.373430, 0.752442, -0.225454], [-1.302722, 2.283075, -3.308942], [-2.409962, 1.692125, -2.493339], [-3.586149, 1.056127, -2.931576], [-4.229450, 0.695666, -1.769509], [-3.476891, 1.101647, -0.722830], [-2.363466, 1.713229, -1.170563], [-3.725732, 0.727962, 0.766561], [-3.253837, -0.717369, 1.031973], [-3.858715, -1.872745, 0.706023], [-3.000814, -2.904955, 1.015769], [-1.863797, -2.264468, 1.536635], [-0.597908, -2.874147, 2.048359], [-2.026008, -0.947120, 1.551399], [-3.075096, 1.667347, 1.791947], [-3.633924, 1.938342, 2.993790], [-2.744974, 2.696465, 3.715797], [-1.636845, 2.833793, 2.861282], [-0.352446, 3.553234, 3.113187], [-1.843503, 2.209143, 1.713199], [-5.259001, 0.822721, 0.963743], [-6.025923, 1.867172, 0.588479], [-7.273397, 1.699900, 1.142590], [-7.173202, 0.497411, 1.869232], [-8.224730, -0.193960, 2.675098], [-5.957114, -0.015148, 1.759967], [-1.615272, 2.314655, -4.353455], [-0.381450, 1.694115, -3.264003], [-1.067383, 3.296674, -2.983872], [-3.909474, 0.884799, -3.944391], [-5.166123, 0.187991, -1.608030], [-4.857749, -1.875066, 0.306293], [-3.169806, -3.961647, 0.893337], [-0.563105, -3.942199, 1.833490], [-0.503744, -2.742327, 3.128306], [0.271714, -2.408748, 1.577691], [-4.615678, 1.568606, 3.237273], [-2.874081, 3.095672, 4.707615], [-0.482453, 4.354436, 3.841721], [0.029409, 3.987289, 2.188705], [0.408512, 2.876743, 3.508811], [-5.624258, 2.648992, -0.034422], [-8.129849, 2.344333, 1.039784], [-9.137190, 0.400675, 2.711608], [-7.883770, -0.360133, 3.697327], [-8.471497, -1.166769, 2.247444], [3.343792, 1.364177, -3.184637], [3.093368, 0.463603, -2.078140], [2.955767, 1.076927, -0.762717], [1.895938, -0.519711, -2.223259], [1.600896, -1.241439, -3.345579], [2.408026, -1.428626, -4.451939], [1.987560, -2.237127, -5.525585], [0.772082, -2.861494, -5.521278], [-0.093981, -2.687095, -4.413687], [-1.376535, -3.280400, -4.343251], [-2.166023, -3.049099, -3.254388], [-1.669374, -2.220335, -2.224159], [-0.488006, -1.663837, -2.248349], [0.309309, -1.882517, -3.325959], [4.587677, -0.527853, -1.924710], [4.545783, -1.705813, -1.193377], [5.702152, -2.447699, -1.012475], [6.900517, -2.012256, -1.566671], [6.933615, -0.840253, -2.307902], [5.775058, -0.097350, -2.490647], [3.368383, -0.935443, -4.511850], [2.654365, -2.354132, -6.371918], [0.447337, -3.479167, -6.350158], [-1.711445, -3.906573, -5.162912], [-3.155928, -3.476478, -3.164722], [-2.285216, -2.020721, -1.354874], [3.597968, -2.032595, -0.782278], [5.668270, -3.368502, -0.443247], [7.804749, -2.591078, -1.425879], [7.863807, -0.502202, -2.747654], [5.778102, 0.816990, -3.068979], [3.705782, -1.761288, 2.539438], [2.784128, -0.117513, 2.677369], [1.904010, 0.038811, 4.343895], [3.938249, 1.312650, 2.355917], [5.231108, 1.111693, 1.863183], [6.053085, 2.179493, 1.544130], [5.599840, 3.480438, 1.707893], [4.318433, 3.703998, 2.192415], [3.500434, 2.631678, 2.507326], [4.360469, -1.910582, 3.404595], [4.318588, -1.804475, 1.640105], [3.002234, -2.594687, 2.507744], [2.629708, -0.002813, 5.161980], [1.186746, -0.771584, 4.477425], [1.355564, 0.976490, 4.427624], [5.599651, 0.105063, 1.702989], [7.046315, 1.994493, 1.153362], [6.236902, 4.316386, 1.447674], [3.950292, 4.715685, 2.310938], [2.495888, 2.828159, 2.863117]],
  "atomic_forces_ev_per_a": [[-1.6, 0.1, 1.0], [-0.1, -0.1, -0.2], [0.0, 0.0, 0.1], [0.0, 0.0, 0.0], [-0.1, -0.1, 0.0], [0.0, 0.2, -0.1], [0.2, 0.1, 0.0], [-0.1, 0.0, -0.1], [0.0, 0.0, 0.1], [0.0, 0.0, 0.0], [-0.1, 0.0, 0.0], [0.1, 0.1, 0.1], [0.1, 0.0, 0.0], [0.0, -0.2, -0.2], [-0.1, 0.2, 0.1], [0.0, 0.0, -0.1], [0.0, 0.0, 0.0], [0.0, 0.0, -0.1], [0.1, 0.0, 0.0], [0.1, 0.0, 0.0], [-0.1, -0.1, 0.0], [0.0, 0.0, 0.0], [0.0, 0.0, 0.0], [0.1, 0.0, -0.1], [0.0, 0.0, 0.0], [0.0, -0.1, 0.1], [0.1, 0.1, 0.0], [-0.1, 0.0, 0.0], [0.0, 0.0, 0.0], [0.0, 0.0, 0.0], [0.0, 0.0, 0.0], [0.0, 0.0, 0.0], [0.0, 0.0, 0.0], [0.0, 0.0, 0.0], [0.0, 0.0, 0.0], [0.0, 0.0, 0.0], [0.0, 0.0, 0.0], [0.0, 0.0, 0.0], [0.0, 0.0, 0.0], [0.0, 0.0, 0.0], [0.0, 0.0, 0.0], [0.0, 0.0, 0.0], [0.0, 0.0, 0.0], [0.0, 0.0, 0.0], [0.0, 0.0, 0.0], [0.0, 0.0, 0.0], [-0.1, -0.1, 0.0], [0.7, -0.4, -0.1], [0.8, 0.2, -0.4], [0.4, 0.2, -0.1], [0.1, 0.0, -0.1], [-0.1, -0.1, -0.1], [0.0, 0.0, 0.0], [0.0, 0.0, 0.0], [0.0, 0.0, 0.0], [0.0, 0.1, 0.1], [0.1, 0.0, -0.1], [-0.1, 0.0, 0.0], [0.0, 0.0, 0.0], [0.0, 0.0, -0.1], [-0.1, 0.0, 0.0], [-0.1, 0.0, 0.0], [0.0, 0.0, 0.0], [0.0, 0.0, 0.0], [0.0, 0.0, 0.0], [0.0, 0.1, 0.0], [0.0, 0.0, 0.0], [0.0, 0.0, 0.0], [0.0, 0.0, 0.0], [0.0, 0.0, 0.0], [0.0, 0.0, 0.0], [0.0, 0.0, 0.0], [0.0, 0.0, 0.0], [0.0, 0.0, 0.0], [0.0, 0.0, 0.0], [0.0, 0.0, 0.0], [0.0, 0.0, 0.0], [-0.1, 0.1, 0.1], [0.0, -0.2, 0.1], [0.1, 0.0, -0.1], [0.0, 0.0, 0.0], [-0.1, -0.1, 0.0], [0.1, 0.1, 0.0], [0.0, 0.0, 0.0], [0.0, 0.0, 0.0], [0.0, 0.0, 0.0], [0.0, 0.0, 0.0], [0.0, 0.0, -0.1], [0.0, 0.0, 0.0], [0.0, 0.0, 0.0], [0.0, 0.0, 0.0], [0.0, 0.0, 0.0], [0.0, 0.0, 0.0], [0.0, 0.0, 0.0], [0.0, 0.0, 0.0], [0.0, 0.0, 0.0], [0.0, 0.0, 0.0]]
}


Record 2
{
  "formula": "C14H22N3",
  "method": "ωB97M-V/def2-TZVPD",
  "de_lowest_kcal_mol": 0.0,
  "spin_multiplicity": 1,
  "homo_energy_ev": -1.432,
  "total_energy_ev": -19342.242,
  "lumo_ha": 0.10051,
  "orbital_gap_ev": 4.17,
  "total_charge": -1,
  "species": ["C", "C", "C", "C", "C", "N", "C", "H", "H", "H", "H", "H", "H", "H", "H", "H", "H", "H", "H", "N", "C", "C", "C", "C", "H", "H", "H", "H", "H", "N", "C", "C", "C", "C", "H", "H", "H", "H", "H"],
  "xyz": [[-4.270211, -2.191987, 2.771556], [-3.516732, -1.262787, 3.355693], [-2.682141, -0.196898, 2.692386], [-1.231287, -0.070000, 3.183843], [-0.465621, -1.369743, 3.048958], [-0.335421, -1.783083, 1.632692], [-0.847380, -3.100346, 1.310966], [-4.806926, -2.945011, 3.338488], [-4.356643, -2.236082, 1.688759], [-3.441220, -1.275186, 4.444643], [-3.173996, 0.766980, 2.875979], [-2.750597, -0.351045, 1.604110], [-1.293240, 0.175425, 4.257990], [-0.880266, -2.250344, 3.598575], [0.544936, -1.221292, 3.451199], [-0.779246, -1.066527, 1.068931], [-0.800320, -3.292818, 0.230840], [-1.886538, -3.272470, 1.628179], [-0.231589, -3.865058, 1.792482], [1.049376, -1.416545, -1.204694], [2.285985, -0.893846, -0.975237], [2.724252, -0.310831, -2.137446], [1.700077, -0.490125, -3.107573], [0.680295, -1.175937, -2.495422], [0.502826, -1.884215, -0.496999], [2.734482, -0.967291, 0.000362], [3.660883, 0.204368, -2.272242], [1.707194, -0.147774, -4.129736], [-0.273381, -1.506625, -2.870951], [2.152198, 4.375435, -3.878175], [2.640988, 4.946997, -2.733212], [2.308792, 4.130541, -1.684874], [1.593122, 3.021784, -2.214450], [1.512727, 3.202799, -3.567635], [2.245799, 4.756176, -4.800387], [3.179907, 5.878787, -2.761791], [2.549268, 4.302835, -0.649021], [1.191379, 2.186698, -1.665652], [1.058268, 2.595041, -4.331135]],
  "atomic_forces_ev_per_a": [[0.1, 0.0, -0.1], [0.0, 0.0, 0.1], [-0.1, 0.0, 0.0], [-0.3, -0.2, -0.1], [0.1, 0.1, 0.1], [0.3, -0.1, -0.5], [-0.2, 0.0, 0.1], [0.0, 0.0, 0.0], [0.0, 0.0, 0.0], [0.0, 0.0, 0.0], [0.0, 0.0, 0.0], [0.0, 0.0, 0.0], [0.2, 0.2, 0.0], [-0.1, 0.0, -0.2], [0.0, -0.1, 0.1], [-0.1, 0.1, 0.2], [0.0, 0.0, 0.0], [0.0, 0.0, 0.0], [0.0, 0.0, 0.0], [0.0, -0.1, -0.1], [0.0, 0.0, 0.0], [0.0, 0.0, 0.0], [0.0, 0.0, 0.0], [0.0, 0.0, 0.0], [0.1, 0.2, 0.2], [0.0, 0.0, 0.0], [0.0, 0.0, 0.0], [0.0, 0.0, 0.0], [0.0, 0.0, 0.0], [0.0, 0.0, 0.0], [0.0, 0.0, 0.0], [0.0, 0.0, 0.0], [0.0, 0.1, 0.0], [0.0, 0.0, 0.0], [0.0, 0.0, 0.0], [0.0, 0.0, 0.0], [0.0, 0.0, 0.0], [0.0, 0.0, 0.0], [0.0, 0.0, 0.0]]
}


Record 3
{
  "formula": "C5H11NO",
  "method": "ωB97M-V/def2-TZVPD",
  "de_lowest_kcal_mol": 100.1,
  "spin_multiplicity": 1,
  "homo_energy_ev": -8.882,
  "total_energy_ev": -8897.359,
  "lumo_ha": 0.03405,
  "orbital_gap_ev": 9.81,
  "species": ["C", "C", "C", "O", "N", "C", "C", "H", "H", "H", "H", "H", "H", "H", "H", "H", "H", "H"],
  "xyz": [[1.060287, 0.110972, -1.493311], [0.582891, -0.554274, -0.272001], [1.815340, -0.645692, 0.744857], [2.654493, 0.264799, 0.660233], [-0.572862, -0.268691, 0.571639], [-0.659581, 1.328052, 0.927664], [-1.845512, -0.747035, 0.062212], [0.426344, -0.203010, -2.210408], [2.132634, 0.236761, -1.480986], [0.849684, 1.218545, -1.601146], [0.214703, -1.621139, -0.373474], [1.990139, -1.543627, 1.319559], [-0.733593, 2.020336, 0.071944], [-1.695207, 1.547306, 1.448883], [0.114750, 1.438487, 1.706288], [-1.614540, -1.820340, 0.108784], [-2.183630, -0.385084, -1.097496], [-2.536341, -0.376365, 0.906758]],
  "atomic_forces_ev_per_a": [[-0.1, 4.1, 1.5], [0.5, -3.1, 3.9], [0.9, 3.0, -2.8], [-1.5, -2.2, 1.1], [-0.3, 5.8, 0.1], [-2.2, -2.4, 1.1], [-0.3, 1.1, -0.5], [-0.8, -1.7, -3.5], [0.3, -1.2, -0.9], [-0.3, -0.7, 1.0], [1.6, 0.4, -1.1], [-0.2, -0.3, 0.8], [0.9, -0.5, 0.2], [2.0, -0.9, -0.7], [-0.2, 0.6, -0.9], [-1.3, -0.1, -0.4], [0.8, -0.9, 3.1], [0.3, -1.1, -1.9]]
}


Record 4
{
  "formula": "C3H7S",
  "method": "ωB97M-V/def2-TZVPD",
  "de_lowest_kcal_mol": 5.2,
  "spin_multiplicity": 1,
  "homo_energy_ev": -2.057,
  "total_energy_ev": -14060.236,
  "lumo_ha": 0.16083,
  "orbital_gap_ev": 6.43,
  "total_charge": -1,
  "species": ["C", "C", "C", "S", "H", "H", "H", "H", "H", "H", "H"],
  "xyz": [[0.682294, -0.101763, 1.111109], [0.328149, 0.483956, -0.259371], [-0.938922, -0.133843, -0.829052], [-0.566762, -1.567198, -1.937744], [-0.166821, 0.028361, 1.792404], [1.591745, 0.286355, 1.580857], [0.872059, -1.184009, 1.138114], [0.128532, 1.543629, -0.054550], [1.169758, 0.352108, -0.932274], [-1.378406, 0.616388, -1.510327], [-1.721624, -0.323984, -0.099167]],
  "atomic_forces_ev_per_a": [[0.1, -0.9, 0.5], [-0.2, -0.1, 1.5], [0.2, 0.2, -2.0], [-0.2, -0.1, 0.5], [0.2, 0.2, 0.1], [-0.1, 0.5, -0.1], [-0.2, 0.1, -0.6], [0.3, 0.2, -0.3], [-0.1, 0.2, -0.3], [0.0, -0.1, 0.3], [0.2, -0.2, 0.5]]
}